{
  "formula": "C2H4N4O",
  "method": "the ωB97M-V functional and the def2-TZVPD basis",
  "elements": ["N", "C", "N", "N", "C", "O", "N", "H", "H", "H", "H"],
  "positions_angstrom": [[-0.372255, 1.704188, -1.450146], [-0.258074, 0.552703, -0.675683], [0.839298, -0.143643, -0.892962], [0.878846, -0.961310, 0.182280], [-0.157570, -0.726864, 0.990031], [0.028110, -1.306277, 2.205832], [-0.973604, 0.185906, 0.457555], [0.398520, 1.735786, -2.109879], [-1.234583, 2.037759, -1.846470], [1.739086, -1.400067, 0.460946], [-0.720849, -1.644964, 2.706106]],
  "forces_ev_per_a": [[-0.2, 0.0, 0.1], [0.5, -0.1, 0.0], [-0.1, 0.2, 0.0], [0.1, -0.2, 0.1], [0.5, 0.3, -0.4], [-0.5, 0.2, -0.1], [0.8, -0.2, 0.4], [-0.3, 0.0, 0.1], [-0.2, -0.4, 0.3], [-0.1, -0.2, -0.1], [-0.5, 0.4, -0.5]],
  "mulliken_charge": [-0.424, 0.440, -0.747, 0.219, 0.470, -0.498, -0.602, 0.260, 0.251, 0.269, 0.362],
  "mol_weight_da": 100.1,
  "homo_energy_ev": -8.47,
  "e_above_lowest_kj_mol": 85.90,
  "max_force_ev_per_a": 0.881,
  "smiles": "Nc1n[nH]c(O)n1",
  "orbital_gap_ev": 9.10,
  "total_charge": 0,
  "multiplicity": 1
}


{
  "formula": "C2H4N4O",
  "method": "the ωB97M-V functional and the def2-TZVPD basis",
  "elements": ["H", "N", "C", "N", "C", "O", "N", "N", "H", "H", "H"],
  "positions_angstrom": [[-2.929693, -0.142453, -0.298167], [-2.166277, -0.809393, -0.069317], [-1.045531, -0.358417, 0.035404], [0.067936, -1.127277, 0.145355], [1.096452, -0.288620, -0.119023], [2.379420, -0.566611, 0.054013], [0.816359, 0.937960, 0.025276], [-0.664402, 1.006317, 0.015213], [2.360982, -1.424865, -0.084844], [1.349973, 1.435565, -0.554163], [-1.265219, 1.337789, 0.850252]],
  "forces_ev_per_a": [[0.9, -0.4, 0.5], [-5.0, -1.0, -0.5], [2.8, 0.7, -0.8], [4.1, -0.3, -1.6], [-2.5, -5.7, 4.5], [-0.1, 5.4, -0.5], [-5.2, 2.8, 2.9], [-0.5, 1.2, 0.3], [1.0, -7.2, -0.9], [1.8, 4.0, -2.8], [2.6, 0.5, -1.2]],
  "mulliken_charge": [0.247, -0.601, 0.427, -0.622, 0.540, -0.413, -0.039, -0.409, 0.338, 0.237, 0.296],
  "mol_weight_da": 100.1,
  "homo_energy_ev": -8.94,
  "e_above_lowest_kj_mol": 322.36,
  "max_force_ev_per_a": 7.667,
  "smiles": "[H]/N=c1/nc(O)[nH][nH]1",
  "orbital_gap_ev": 9.44,
  "total_charge": 0,
  "multiplicity": 1
}


{
  "formula": "C2H4N4O",
  "method": "the ωB97M-V functional and the def2-TZVPD basis",
  "elements": ["O", "C", "N", "N", "C", "N", "N", "H", "H", "H", "H"],
  "positions_angstrom": [[-2.394311, 0.027861, -0.093884], [-1.178866, 0.043710, 0.046470], [-0.634479, 1.218518, 0.076147], [0.704447, 1.449791, 0.033194], [1.293339, 0.302930, -0.065726], [0.874558, -0.945271, -0.158359], [-0.458272, -1.136993, 0.267762], [-1.322339, 1.938290, -0.015089], [2.434816, 0.403782, 0.056611], [1.669363, -1.572455, 0.224833], [-0.988259, -1.730160, -0.371954]],
  "forces_ev_per_a": [[-0.2, -1.3, 0.0], [-3.5, -0.5, 0.6], [0.3, 1.7, 0.0], [1.2, -1.7, 0.0], [4.8, 4.3, 0.8], [1.7, -2.7, 0.1], [-0.8, -0.3, -0.4], [0.2, 0.7, -0.1], [-1.8, -0.3, -0.6], [-2.6, 0.8, -0.6], [0.6, -0.7, 0.2]],
  "mulliken_charge": [-0.662, 0.462, 0.264, -0.794, 0.074, -0.207, -0.295, 0.270, 0.239, 0.326, 0.322],
  "mol_weight_da": 100.1,
  "homo_energy_ev": -8.49,
  "e_above_lowest_kj_mol": 268.80,
  "max_force_ev_per_a": 6.521,
  "smiles": "O=C1NN=CNN1",
  "orbital_gap_ev": 9.06,
  "total_charge": 0,
  "multiplicity": 1
}


{
  "formula": "C2H4N4O",
  "method": "the ωB97M-V functional and the def2-TZVPD basis",
  "elements": ["H", "N", "C", "N", "C", "N", "N", "O", "H", "H", "H"],
  "positions_angstrom": [[-3.240610, -0.000206, 0.053831], [-2.534004, -0.772510, 0.047341], [-1.363900, -0.247707, -0.049271], [-0.160441, -0.982221, 0.031096], [0.694074, -0.107877, -0.052984], [2.001533, -0.424114, -0.157728], [0.261057, 1.191648, 0.239027], [-1.154639, 1.143435, -0.185209], [2.024061, -1.544967, -0.300345], [2.710356, -0.175917, 0.760034], [0.762514, 1.920439, -0.385794]],
  "forces_ev_per_a": [[0.7, -0.8, -0.1], [1.0, 1.8, -0.2], [-2.9, -1.4, 0.5], [-4.4, -1.5, -1.3], [2.6, 2.1, 2.2], [4.5, -2.6, 2.3], [0.8, 2.3, -2.6], [1.9, -1.3, 1.0], [0.1, 3.6, 0.6], [-2.9, -0.7, -3.5], [-1.3, -1.4, 1.2]],
  "mulliken_charge": [0.270, -0.617, 0.463, -0.458, 0.457, -0.603, -0.207, -0.282, 0.349, 0.323, 0.303],
  "mol_weight_da": 100.1,
  "homo_energy_ev": -9.37,
  "e_above_lowest_kj_mol": 307.09,
  "max_force_ev_per_a": 5.658,
  "smiles": "[H]/N=c1/nc(N)[nH]o1",
  "orbital_gap_ev": 9.73,
  "total_charge": 0,
  "multiplicity": 1
}


{
  "formula": "C2H4N4O",
  "method": "the ωB97M-V functional and the def2-TZVPD basis",
  "elements": ["N", "C", "N", "N", "C", "O", "N", "H", "H", "H", "H"],
  "positions_angstrom": [[-2.216964, -0.269850, 0.648412], [-0.881639, -0.030004, 0.730537], [-0.110543, 0.052566, 1.730769], [2.019468, 0.044236, 0.467628], [1.190038, 0.229672, -0.483594], [1.585810, 0.342236, -1.781539], [-0.161578, 0.410221, -0.333924], [-2.666532, -0.632896, 1.475409], [-2.539595, -0.635300, -0.235879], [2.958550, -0.104608, 0.101418], [0.822985, 0.593728, -2.319236]],
  "forces_ev_per_a": [[-0.1, -0.1, -0.1], [0.6, -0.2, 0.2], [-0.6, 0.0, 0.6], [-0.1, -0.1, -0.5], [0.7, -0.1, 0.5], [-0.2, 0.0, -0.1], [-0.4, 0.3, -0.6], [0.1, 0.0, -0.1], [0.0, 0.1, 0.1], [0.0, 0.1, -0.1], [0.1, -0.1, 0.1]],
  "mulliken_charge": [-0.425, 0.531, -0.312, -0.625, 0.706, -0.496, -0.462, 0.252, 0.245, 0.244, 0.341],
  "mol_weight_da": 100.1,
  "homo_energy_ev": [-9.37, -9.63],
  "e_above_lowest_kj_mol": 397.88,
  "max_force_ev_per_a": 0.887,
  "orbital_gap_ev": [7.32, 8.53],
  "total_charge": 0,
  "multiplicity": 1
}


{
  "formula": "C2H4N4O2",
  "method": "the ωB97M-V functional and the def2-TZVPD basis",
  "elements": ["H", "N", "C", "C", "O", "O", "N", "N", "N", "H", "H", "H"],
  "positions_angstrom": [[1.248730, -0.952563, 1.688852], [0.342780, -0.662801, 1.739125], [-0.278399, -0.333960, 0.678065], [-1.775727, -0.027482, 0.537137], [-2.791484, -0.176953, 1.358198], [-1.896556, 0.393975, -0.687414], [-0.651325, 0.656739, -1.478760], [0.268917, 0.019662, -0.594027], [1.754853, -0.058584, -0.996258], [-0.396596, 1.724127, -1.174905], [2.160637, -1.205408, -0.720186], [2.014170, 0.623249, -0.349828]],
  "forces_ev_per_a": [[3.2, -0.4, -0.5], [-4.4, 0.3, -0.4], [1.7, 1.0, 0.0], [-3.2, -1.4, 4.8], [5.8, 0.8, -4.7], [-1.1, 1.5, -2.6], [0.6, 2.2, 2.9], [1.9, -2.5, 0.8], [-3.2, -4.7, 0.3], [-1.6, -2.5, -1.4], [-1.8, 4.8, -0.7], [2.0, 0.8, 1.5]],
  "mulliken_charge": [0.247, -0.626, 0.426, 0.564, -0.586, -0.206, -0.259, 0.228, -0.691, 0.303, 0.318, 0.283],
  "mol_weight_da": 116.1,
  "homo_energy_ev": -9.52,
  "e_above_lowest_kj_mol": 543.97,
  "max_force_ev_per_a": 7.523,
  "smiles": "[H]/N=c1/c(=O)o[nH]n1N",
  "orbital_gap_ev": 9.41,
  "total_charge": 0,
  "multiplicity": 1
}


{
  "formula": "C2H4N4O2",
  "method": "the ωB97M-V functional and the def2-TZVPD basis",
  "elements": ["C", "C", "H", "H", "H", "H", "N", "N", "N", "N", "O", "O"],
  "positions_angstrom": [[0.937583, 0.551547, 0.759765], [-0.872158, -0.301463, 0.358322], [0.847062, -1.422655, -1.016020], [0.262819, -0.944806, -2.740665], [1.945202, 0.881970, 2.269564], [-2.237549, -0.879020, -0.829776], [-0.148563, -1.105769, -1.687123], [-0.339637, 0.191690, -0.965838], [1.949276, 1.074412, 1.267625], [-0.174195, -0.046488, 1.348612], [0.754431, 0.922194, -0.605425], [-2.031710, -0.913807, 0.088604]],
  "forces_ev_per_a": [[1.6, 3.0, 0.0], [-2.5, -0.2, -5.9], [-3.3, 0.2, -3.1], [-1.2, 0.1, 3.5], [0.1, 0.1, -0.1], [0.2, 0.2, -1.3], [5.9, 0.7, 0.7], [-2.9, -1.2, -0.4], [0.4, -0.7, 1.0], [0.4, -0.6, 0.7], [0.5, -1.8, 1.0], [0.7, 0.1, 3.9]],
  "mulliken_charge": [0.422, 0.686, 0.296, 0.312, 0.282, 0.352, -0.569, -0.089, -0.595, -0.440, -0.206, -0.452],
  "mol_weight_da": 116.1,
  "homo_energy_ev": -9.79,
  "e_above_lowest_kj_mol": 339.11,
  "max_force_ev_per_a": 6.425,
  "orbital_gap_ev": 10.21,
  "total_charge": 0,
  "multiplicity": 1
}


{
  "formula": "C2H4N4O2",
  "method": "the ωB97M-V functional and the def2-TZVPD basis",
  "elements": ["N", "N", "C", "C", "N", "O", "N", "O", "H", "H", "H", "H"],
  "positions_angstrom": [[2.510614, 0.018074, -0.047646], [1.510596, -0.819958, 0.067623], [0.210379, -0.621746, -0.176152], [-0.894052, -1.389587, 0.284203], [-1.979673, -0.635575, 0.102292], [-1.667979, 0.647833, -0.401760], [-0.244670, 0.686543, -0.506112], [0.022786, 1.468255, 0.671657], [3.327522, -0.412804, -0.444406], [2.350326, 0.895736, -0.472069], [-0.847236, -2.398684, 0.512388], [-0.145101, 2.311452, 0.283500]],
  "forces_ev_per_a": [[0.3, 0.4, -0.4], [-4.0, -2.4, -0.5], [5.3, 1.2, 1.2], [-2.4, 4.3, -2.2], [0.7, -2.0, 0.8], [0.6, -2.9, -0.4], [-0.7, 1.1, 0.7], [1.2, -0.6, -0.1], [0.2, -0.4, 0.4], [-0.5, 1.3, -0.5], [-0.5, -1.5, 0.8], [0.0, 1.4, 0.1]],
  "mulliken_charge": [-0.343, -0.345, 0.559, -0.151, -0.339, -0.135, -0.146, -0.381, 0.254, 0.223, 0.442, 0.362],
  "mol_weight_da": 116.1,
  "homo_energy_ev": -8.59,
  "e_above_lowest_kj_mol": 556.58,
  "max_force_ev_per_a": 5.542,
  "smiles": "N/N=c1/cnon1O",
  "orbital_gap_ev": 8.61,
  "total_charge": 0,
  "multiplicity": 1
}


{
  "formula": "C2H4N4O2",
  "method": "the ωB97M-V functional and the def2-TZVPD basis",
  "elements": ["H", "N", "C", "N", "C", "O", "N", "N", "O", "H", "H", "H"],
  "positions_angstrom": [[2.027058, 0.264417, -2.512059], [2.300949, 0.643235, -1.631140], [1.233938, 0.752721, -0.884975], [1.143924, 1.140712, 0.439316], [-0.097313, 0.771601, 0.879073], [-0.596129, 0.626601, 2.160168], [-0.891005, 0.048255, -0.116364], [-1.288686, -1.131135, 0.650728], [-0.072616, 0.094838, -1.296325], [-1.299574, -0.014768, 1.986410], [-1.902328, -1.461237, -0.164818], [-0.558219, -1.735239, 0.489985]],
  "forces_ev_per_a": [[-0.1, -0.6, -0.8], [-3.1, 1.5, 2.6], [1.3, -2.2, -1.0], [-4.0, -0.4, 1.6], [2.4, -1.1, -0.9], [2.2, 1.9, -2.7], [1.3, 4.2, 2.2], [-2.9, 0.1, -5.5], [0.9, -0.5, 1.4], [-0.6, -0.4, 0.4], [-0.1, -0.3, 2.3], [2.7, -2.3, 0.5]],
  "mulliken_charge": [0.269, -0.610, 0.589, -0.477, 0.454, -0.428, 0.009, -0.562, -0.281, 0.482, 0.328, 0.227],
  "mol_weight_da": 116.1,
  "homo_energy_ev": -9.53,
  "e_above_lowest_kj_mol": 335.96,
  "max_force_ev_per_a": 6.238,
  "smiles": "[H]/N=c1/nc(O)n(N)o1",
  "orbital_gap_ev": 9.54,
  "total_charge": 0,
  "multiplicity": 1
}


{
  "formula": "C2H4N4O2",
  "method": "the ωB97M-V functional and the def2-TZVPD basis",
  "elements": ["C", "C", "H", "H", "H", "H", "N", "N", "N", "N", "O", "O"],
  "positions_angstrom": [[-1.280088, 0.263702, -0.226959], [1.258875, -0.182049, 0.168030], [-2.608027, 0.684592, 1.015714], [-2.401716, -0.989157, 0.979430], [2.429722, 1.334316, 0.506495], [2.170515, 1.432149, -1.198025], [-2.416003, 0.025194, 0.250500], [-0.580843, -1.039173, -0.674835], [0.682151, -1.102505, -0.671600], [2.344829, 0.580323, -0.122110], [-0.776141, 1.410290, -0.303960], [0.816872, -0.435126, 1.250994]],
  "forces_ev_per_a": [[7.6, 2.8, -1.6], [0.5, 0.5, 0.8], [-0.4, 0.4, -1.1], [-0.1, 3.3, -3.6], [0.2, 0.5, 1.6], [0.4, -4.0, 3.8], [-5.3, -5.0, 7.2], [1.3, 0.3, -1.8], [-3.7, -0.5, -2.4], [-0.4, 3.5, -5.6], [-0.8, -2.9, -0.7], [0.7, 1.1, 3.4]],
  "mulliken_charge": [0.618, 0.731, 0.314, 0.397, 0.310, 0.379, -0.568, -0.229, -0.189, -0.677, -0.581, -0.504],
  "mol_weight_da": 116.1,
  "homo_energy_ev": -9.58,
  "e_above_lowest_kj_mol": 374.82,
  "max_force_ev_per_a": 10.273,
  "orbital_gap_ev": 9.01,
  "total_charge": 0,
  "multiplicity": 1
}


{
  "formula": "C2H4N4S",
  "method": "the ωB97M-V functional and the def2-TZVPD basis",
  "elements": ["C", "C", "N", "N", "N", "N", "S", "H", "H", "H", "H"],
  "positions_angstrom": [[-0.668175, 1.618658, 0.244379], [-0.592973, 0.273202, -0.402257], [0.035808, 1.731533, 1.286949], [0.779837, 1.245827, 2.009752], [0.474916, -0.560856, 0.021169], [0.515646, -1.905022, -0.473838], [-1.528352, -0.198791, -1.679637], [-1.292502, 2.506013, -0.081096], [0.668957, -0.462531, 1.052298], [0.063670, -2.018525, -1.379906], [1.543168, -2.229509, -0.597813]],
  "forces_ev_per_a": [[-2.6, 0.7, -2.6], [1.6, -0.7, -0.3], [2.4, -1.8, 2.0], [-0.3, 1.5, 0.4], [-1.5, 1.2, 0.3], [2.3, -0.9, 0.7], [-0.2, 0.5, 0.2], [0.8, -1.7, 0.3], [-0.1, -0.9, -1.6], [-0.2, 0.8, 0.2], [-2.2, 1.2, 0.4]],
  "mulliken_charge": [-0.203, 0.320, 0.485, -0.632, -0.057, -0.655, -0.411, 0.334, 0.331, 0.235, 0.252],
  "mol_weight_da": 116.1,
  "homo_energy_ev": -8.61,
  "e_above_lowest_kj_mol": 344.67,
  "max_force_ev_per_a": 3.724,
  "orbital_gap_ev": 7.83,
  "total_charge": 0,
  "multiplicity": 1
}


{
  "formula": "C2H4N5",
  "method": "the ωB97M-V functional and the def2-TZVPD basis",
  "elements": ["C", "C", "N", "N", "N", "N", "N", "H", "H", "H", "H"],
  "positions_angstrom": [[-0.676199, 0.219349, 0.159694], [1.653884, -0.291579, -0.020948], [-1.766618, 1.135683, -0.129925], [-1.121503, -1.016520, 0.173003], [-2.783168, 0.310306, -0.256511], [-2.439348, -0.925645, -0.090573], [0.628632, 0.631659, 0.418170], [2.076711, -0.066042, -1.011251], [2.474622, -0.311835, 0.707467], [1.192757, -1.277430, -0.067208], [0.760231, 1.592053, 0.118082]],
  "forces_ev_per_a": [[-3.3, 2.0, -0.8], [0.3, -0.1, 0.2], [3.3, -1.8, 0.8], [0.7, 0.3, 0.1], [-0.5, 0.0, -0.1], [-0.6, -0.4, -0.1], [0.0, 0.3, -0.1], [-0.1, 0.1, 0.0], [0.0, -0.1, -0.2], [0.2, 0.0, 0.0], [0.0, -0.3, 0.1]],
  "mulliken_charge": [0.494, -0.772, -0.405, -0.325, -0.334, -0.448, -0.283, 0.212, 0.219, 0.381, 0.261],
  "mol_weight_da": 98.1,
  "homo_energy_ev": -3.41,
  "e_above_lowest_kj_mol": 0.00,
  "max_force_ev_per_a": 3.937,
  "orbital_gap_ev": 7.49,
  "total_charge": -1,
  "multiplicity": 1
}